No. 1
Below is a molecular structure, C29H19Br4N3O4Ti, with properties calculated with ωB97M-V/def2-TZVPD.

Last column: Löwdin spin population.
Atoms and positions in Å:
Ti1 0.158 0.098 0.163  0.3353
C1 -2.882 3.116 0.212  0.0024
O1 -3.113 2.251 -0.901  0.0736
C2 -2.118 1.336 -0.904  0.2032
N1 -1.261 1.429 0.101  0.0506
C3 -1.696 2.494 0.992  0.0008
C4 -2.083 1.890 2.323  -0.0002
C5 -3.128 0.971 2.382  0.0004
C6 -3.459 0.371 3.584  -0.0002
C7 -2.749 0.681 4.733  0.0010
C8 -1.720 1.606 4.682  0.0000
C9 -1.383 2.207 3.480  0.0012
C10 -1.859 0.335 -1.876  0.1327
C11 -2.467 0.100 -3.119  0.1784
C12 -1.896 -0.839 -3.974  0.1066
C13 -0.719 -1.492 -3.628  0.1739
C14 -0.143 -1.225 -2.377  0.1396
N2 -0.761 -0.388 -1.478  0.1744
C15 1.117 -1.598 -1.856  0.2070
N3 1.497 -1.014 -0.726  0.0639
C16 2.769 -1.580 -0.318  0.0021
C17 3.098 -2.561 -1.481  0.0022
O2 1.992 -2.485 -2.377  0.0745
C18 2.590 -2.251 1.023  0.0010
C19 1.465 -3.046 1.232  0.0016
C20 1.264 -3.654 2.458  0.0003
C21 2.179 -3.478 3.483  0.0015
C22 3.295 -2.684 3.281  0.0005
C23 3.500 -2.071 2.055  0.0017
H1 -3.792 3.167 0.815  0.0007
H2 -2.639 4.113 -0.168  0.0014
H3 -0.881 3.219 1.134  0.0001
H4 -3.680 0.721 1.485  0.0002
H5 -4.260 -0.354 3.628  0.0000
H6 -2.993 0.188 5.664  0.0000
H7 -1.167 1.853 5.577  0.0000
H8 -0.574 2.926 3.443  0.0001
H9 -3.341 0.663 -3.404  0.0092
H10 -2.339 -1.009 -4.944  0.0017
H11 -0.221 -2.156 -4.314  0.0088
H12 3.537 -0.795 -0.246  0.0005
H13 3.202 -3.596 -1.139  0.0009
H14 4.004 -2.271 -2.019  0.0012
H15 0.752 -3.199 0.425  0.0004
H16 0.383 -4.256 2.620  0.0000
H17 2.012 -3.953 4.439  0.0001
H18 4.015 -2.546 4.074  0.0000
H19 4.369 -1.445 1.903  0.0001
Br1 1.522 -0.782 6.612  0.0004
C24 1.446 -0.134 4.851  0.0016
C25 2.345 0.840 4.437  0.0021
Br2 3.644 1.528 5.615  0.0005
C26 2.295 1.301 3.126  0.0004
Br3 3.441 2.661 2.510  -0.0001
C27 1.400 0.777 2.202  0.0052
O3 1.365 1.203 0.952  0.0047
C28 0.488 -0.236 2.622  0.0053
O4 -0.346 -0.730 1.717  0.0234
C29 0.513 -0.645 3.951  0.0008
Br4 -0.747 -1.923 4.508  0.0004

The HOMO energy (alpha / beta) comes out at -0.21390 / -0.29666 hartree. As for the spin multiplicity: 3. The value obtained for the frontier orbital gap (alpha / beta) is 0.2118 / 0.2661 hartree. The calculation puts the LUMO energy (alpha / beta) at -0.00213 / -0.03060 Eh. For the energy relative to the best compared isomer or geometry (same formula, charge and spin), the calculation gives 0.0 kJ/mol. The expectation value of S² is 2.020.


No. 2
Below is a molecular structure, C19H12N4O4Tc, with properties calculated with ωB97M-V/def2-TZVPD.

Last column: Löwdin spin population.
Atoms and positions in Å:
Tc1 -0.861 -0.861 0.178  0.9341
O1 2.591 4.670 1.776  0.0005
C1 3.181 3.584 1.918  0.0002
O2 4.311 3.266 2.332  0.0004
C2 2.280 2.348 1.591  0.0034
C3 2.643 1.072 2.023  -0.0013
C4 1.842 -0.005 1.727  0.0025
N1 0.727 0.161 0.998  -0.0026
C5 0.364 1.396 0.607  0.0068
C6 1.098 2.514 0.872  0.0002
C7 -2.143 1.324 0.796  0.0080
O3 -2.469 2.379 1.236  0.0038
O4 -2.571 0.105 0.883  0.0057
H1 3.568 0.959 2.572  -0.0002
H2 2.079 -1.015 2.039  0.0001
H3 0.796 3.505 0.552  -0.0001
N2 -0.882 1.257 -0.118  0.0026
C8 -0.958 2.019 -1.357  0.0056
C9 -1.480 3.301 -1.401  -0.0003
C10 -1.487 3.986 -2.610  0.0004
C11 -0.968 3.404 -3.757  0.0002
C12 -0.441 2.120 -3.703  0.0011
C13 -0.437 1.430 -2.502  0.0120
H4 -1.874 3.756 -0.502  0.0000
H5 -1.892 4.990 -2.647  0.0000
H6 -0.966 3.949 -4.692  0.0000
H7 -0.026 1.661 -4.591  0.0001
H8 -0.021 0.430 -2.442  0.0114
N3 -0.096 -8.195 1.065  -0.0045
C14 -0.242 -7.064 0.936  -0.0009
C15 -0.415 -5.639 0.775  -0.0088
C16 -0.557 -4.810 1.883  0.0027
C17 -0.693 -3.456 1.689  0.0019
N4 -0.703 -2.883 0.468  0.0047
C18 -0.580 -3.697 -0.592  -0.0035
C19 -0.428 -5.067 -0.483  0.0025
H9 -0.557 -5.219 2.884  0.0003
H10 -0.801 -2.780 2.527  0.0054
H11 -0.602 -3.219 -1.561  0.0053
H12 -0.326 -5.676 -1.370  0.0003

The HOMO energy (alpha / beta) comes out at -0.29204 / -0.29194 hartree. As for the spin multiplicity: 2. The value obtained for the frontier orbital gap (alpha / beta) is 0.2038 / 0.2068 hartree. The calculation puts the LUMO energy (alpha / beta) at -0.08828 / -0.08516 Eh. For the energy relative to the best compared isomer or geometry (same formula, charge and spin), the calculation gives 136.0 kJ/mol. The expectation value of S² is 0.771.


No. 3
Below is a molecular structure, C48H33ClF2N9O2SbTl, with properties calculated with ωB97M-V/def2-TZVPD.

Last column: Löwdin charge in e.
Atoms and positions in Å:
Tl1 -0.177 0.220 1.045  1.0978
C1 -4.540 -4.056 4.441  -0.1007
C2 -3.510 -4.967 4.206  -0.0882
C3 -2.383 -4.566 3.483  -0.0217
C4 -2.260 -3.247 3.068  -0.0981
C5 -1.178 -2.532 2.367  -0.2756
N1 0.012 -3.011 1.994  0.1777
C6 1.075 -2.688 1.294  -0.3244
C7 2.368 -3.344 1.345  -0.1324
C8 2.782 -4.551 1.927  -0.0283
C9 4.092 -5.002 1.740  -0.1064
C10 5.018 -4.215 1.026  -0.1124
C11 4.638 -2.985 0.491  -0.0497
C12 3.281 -2.579 0.570  -0.1319
C13 2.534 -1.465 -0.006  -0.2409
N2 2.993 -0.495 -0.980  -0.0244
C14 2.524 0.806 -1.218  -0.2109
N3 1.364 1.281 -0.724  0.1185
C15 1.208 2.568 -1.167  -0.1675
N4 0.084 3.307 -0.742  -0.0002
C16 -1.916 2.403 0.538  -0.4094
N5 -1.898 1.569 1.741  0.0271
C17 -3.142 1.228 2.053  -0.2708
N6 -3.521 0.103 2.648  0.1729
C18 -2.856 -1.042 2.660  -0.2353
N7 -1.579 -1.232 2.212  0.0635
C19 -3.322 -2.331 3.267  -0.0713
C20 -4.455 -2.754 3.957  -0.0250
C21 -4.078 2.278 1.526  -0.0610
C22 -5.436 2.556 1.681  -0.0286
C23 -5.954 3.647 1.011  -0.1129
C24 -5.150 4.463 0.222  -0.0865
C25 -3.787 4.166 0.010  -0.0124
C26 -3.283 3.047 0.631  -0.0814
C27 2.284 2.981 -2.013  -0.0833
C28 2.621 4.215 -2.625  -0.0135
C29 3.875 4.359 -3.196  -0.0942
C30 4.791 3.273 -3.204  -0.1004
C31 4.473 2.093 -2.551  -0.0486
C32 3.181 1.867 -2.018  -0.0738
N8 1.204 -1.582 0.380  -0.0287
H1 -5.430 -4.355 4.982  0.0934
H2 -3.575 -5.979 4.582  0.0927
H3 -1.564 -5.227 3.277  0.1011
H4 2.101 -5.167 2.526  0.1089
H5 4.403 -5.956 2.175  0.0926
H6 6.039 -4.564 0.886  0.0905
H7 5.431 -2.361 0.038  0.1018
H8 -5.275 -2.060 4.164  0.1123
H9 -6.030 1.908 2.322  0.1101
H10 -7.013 3.902 1.098  0.0964
H11 -5.595 5.333 -0.264  0.0949
H12 -3.156 4.843 -0.597  0.1096
H13 1.898 5.044 -2.660  0.1026
H14 4.170 5.277 -3.692  0.0921
H15 5.770 3.376 -3.681  0.0962
H16 5.301 1.369 -2.449  0.0993
F1 3.578 2.834 4.361  0.0215
C33 2.550 2.981 3.455  -0.2439
C34 1.810 1.836 3.132  -0.0543
C35 0.698 1.934 2.311  -0.1487
C36 0.345 3.119 1.669  -0.1452
C37 1.151 4.270 2.038  -0.1843
F2 0.961 5.438 1.365  0.0453
C38 2.262 4.216 2.865  0.0483
C39 -0.541 3.120 0.497  -0.0654
C40 -0.500 4.163 -1.711  -0.1131
C41 -1.436 3.771 -2.647  -0.1092
C42 -1.950 2.446 -2.776  -0.1226
C43 -2.232 1.456 -1.815  -0.2030
N9 -2.010 1.389 -0.521  0.0517
H17 2.091 0.895 3.590  0.1055
H18 2.867 5.100 3.007  0.1209
H19 -0.148 5.208 -1.686  0.1040
H20 -1.750 4.510 -3.403  0.1004
H21 -2.156 2.179 -3.816  0.0697
H22 -2.672 0.520 -2.203  0.0999
Cl1 -1.608 -3.009 -4.175  0.6113
C44 -2.959 -3.196 -3.004  -0.4107
C45 -2.716 -2.493 -1.571  -0.6654
O1 -3.672 -2.453 -0.819  0.0684
O2 -1.518 -2.104 -1.326  -0.3450
H23 -3.119 -4.262 -2.800  0.0823
H24 -3.856 -2.765 -3.430  0.0691
C46 4.054 -0.966 -1.870  -0.0664
Sb1 0.265 -1.835 -2.374  1.4418
C47 1.368 -1.907 -4.359  -0.3845
C48 0.849 -3.872 -1.871  -0.2943
H25 4.025 -2.055 -1.960  0.0906
H26 5.050 -0.667 -1.551  0.0797
H27 3.889 -0.608 -2.898  0.0794
H28 1.654 -2.942 -4.640  -0.0128
H29 2.303 -1.323 -4.263  -0.0314
H30 0.740 -1.455 -5.142  -0.0298
H31 0.633 -4.493 -2.780  0.0012
H32 0.291 -4.248 -0.986  0.0207
H33 1.953 -3.897 -1.691  0.0172

The HOMO energy (alpha / beta) comes out at -0.13979 / -0.13198 hartree. As for the spin multiplicity: 1. The value obtained for the frontier orbital gap (alpha / beta) is 0.1816 / 0.1884 hartree. The calculation puts the LUMO energy (alpha / beta) at 0.04178 / 0.05645 Eh. For the energy relative to the best compared isomer or geometry (same formula, charge and spin), the calculation gives 197.3 kJ/mol. The total charge is -1.


No. 4
Below is a molecular structure, C5H9NO2, with properties calculated with ωB97M-V/def2-TZVPD.

Last column: Löwdin charge in e.
Atoms and positions in Å:
C1 0.686 1.370 -0.951  -0.0095
C2 0.233 0.167 0.028  -0.4249
C3 0.759 -1.366 -0.137  -0.0704
C4 -0.326 0.586 1.265  -0.0729
C5 -2.267 -0.286 -0.019  -0.2427
H1 1.872 1.424 -0.691  0.1107
H2 0.079 2.285 -0.680  0.0983
H3 0.685 0.914 -1.952  0.0690
H4 0.691 -1.836 -1.268  0.1674
H5 0.142 -2.039 0.401  0.0746
H6 2.769 -0.812 -0.256  0.0275
H7 -0.433 1.523 1.941  0.1447
H8 -0.429 -0.415 1.988  0.1777
H9 -3.236 0.695 0.332  0.2139
N1 -1.179 0.510 0.069  -0.1083
O1 2.187 -1.162 0.365  -0.0828
O2 -2.233 -1.558 -0.432  -0.0724

The HOMO energy comes out at -0.36148 hartree. As for the spin multiplicity: 1. The value obtained for the frontier orbital gap is 0.3838 hartree. The calculation puts the LUMO energy at 0.02230 Eh. For the energy relative to the best compared isomer or geometry (same formula, charge and spin), the calculation gives 619.2 kJ/mol.


No. 5
Below is C6H5NO in the gas phase, with properties calculated with ωB97M-V/def2-TZVPD.

Last column: Löwdin charge in e.
Atoms and positions in Å:
C1 2.230 -0.100 0.015  -0.4062
C2 -0.271 -0.114 0.616  -0.2812
C3 -0.391 1.309 0.163  -0.1104
C4 -0.643 2.337 -0.347  0.1170
C5 -1.475 -0.950 0.101  -0.0465
C6 -2.446 -1.549 -0.302  0.1216
H1 2.454 0.993 0.368  0.1622
H2 0.832 -1.315 -0.686  0.1412
H3 -0.264 -0.161 1.697  0.1321
H4 -1.122 3.246 -0.687  0.0483
H5 -3.068 -2.287 -0.720  0.0235
N1 1.001 -0.653 0.063  0.0475
O1 3.162 -0.757 -0.280  0.0509

The HOMO energy comes out at -0.36644 hartree. As for the spin multiplicity: 1. The value obtained for the frontier orbital gap is 0.3958 hartree. The SMILES is C#CC(C#C)NC=O. The calculation puts the LUMO energy at 0.02938 Eh. For the energy relative to the best compared isomer or geometry (same formula, charge and spin), the calculation gives 335.1 kJ/mol.


Question: What is the energy relative to the best compared isomer or geometry (same formula, charge and spin) in the third record?
Answer: 197.3 kJ/mol


Question: What is the energy relative to the best compared isomer or geometry (same formula, charge and spin) in the fifth record?
Answer: 335.1 kJ/mol